1.
{
  "formula": "C10H22BN2O4",
  "method": "wB97M-V/def2-TZVPD",
  "symbols": ["C", "C", "C", "O", "O", "C", "C", "B", "N", "C", "C", "N", "O", "C", "C", "C", "O", "H", "H", "H", "H", "H", "H", "H", "H", "H", "H", "H", "H", "H", "H", "H", "H", "H", "H", "H", "H", "H", "H"],
  "positions_angstrom": [[2.28167, -3.21845, -0.28422], [3.50302, -2.41521, -0.76811], [3.27902, -1.56226, -2.00665], [3.97364, -1.68444, -2.98199], [2.25800, -0.71553, -2.01855], [1.60592, -0.29024, -0.76820], [0.86273, 0.99800, -0.98182], [-0.04843, 1.44633, 0.34684], [0.36419, 0.59186, 1.57696], [0.13310, 3.10493, 0.58143], [-0.36900, 3.53428, 1.89662], [0.26895, 3.67976, 2.99267], [-1.50138, 1.27353, 0.05864], [-2.05101, 0.01438, 0.22024], [-3.47338, -0.02806, -0.31907], [-4.20542, -1.26800, 0.17861], [-3.50054, 0.04204, -1.75195], [2.57113, -4.25142, -0.07944], [1.84714, -2.80086, 0.62462], [1.49189, -3.23903, -1.03942], [4.32466, -3.08065, -1.03453], [3.87057, -1.76423, 0.03070], [0.92984, -1.08138, -0.44361], [2.38840, -0.17558, -0.01285], [0.17700, 0.86927, -1.82896], [1.57320, 1.78338, -1.27023], [1.31209, 0.83980, 1.85606], [-0.19754, 0.83048, 2.39140], [1.18055, 3.41092, 0.45271], [-0.46468, 3.56997, -0.21241], [-1.45313, 3.68796, 1.96736], [1.26400, 3.50692, 2.81562], [-2.08093, -0.29044, 1.28144], [-1.46989, -0.76118, -0.31776], [-3.97990, 0.87917, 0.02846], [-5.09240, -1.46387, -0.43096], [-4.52718, -1.13911, 1.21528], [-3.55298, -2.14879, 0.14178], [-3.52326, -0.85852, -2.09421]],
  "forces_ev_per_angstrom": [[-0.029, -0.045, -0.029], [0.189, 0.032, 0.111], [-0.441, -0.228, 0.393], [0.343, -0.063, -0.464], [-0.021, 0.283, 0.055], [-0.020, -0.017, -0.044], [-0.061, -0.002, 0.018], [0.155, -0.022, -0.048], [0.097, 0.149, 0.032], [-0.025, 0.118, -0.152], [-0.298, 0.011, -0.028], [0.173, 0.024, 0.009], [-0.169, 0.047, 0.272], [0.063, -0.069, -0.132], [0.057, 0.051, -0.010], [-0.056, -0.014, 0.060], [-0.142, -0.063, 0.024], [-0.024, 0.066, 0.010], [0.026, -0.017, -0.075], [0.084, -0.039, 0.039], [-0.066, 0.059, 0.019], [-0.028, -0.057, -0.010], [0.072, 0.102, -0.065], [-0.092, -0.028, -0.005], [0.027, 0.022, 0.062], [0.000, -0.088, 0.003], [-0.056, -0.111, -0.008], [0.009, 0.038, -0.054], [-0.036, -0.135, 0.084], [0.097, 0.010, 0.015], [0.054, -0.069, -0.029], [-0.039, 0.011, 0.021], [0.035, -0.023, -0.076], [-0.064, -0.011, 0.080], [0.005, -0.077, -0.090], [0.025, 0.041, 0.066], [0.054, -0.039, -0.064], [-0.041, 0.060, -0.053], [0.146, 0.092, 0.064]],
  "total_charge": -1,
  "gap_ha": 0.284,
  "e_lumo_ha": 0.1124,
  "e_above_lowest_kj_mol": 0.00,
  "e_tot_ev": -22576.29881,
  "homo_ev": -4.676
}

***

2.
{
  "formula": "C10H22Cl4F2NP",
  "method": "wB97M-V/def2-TZVPD",
  "symbols": ["C", "C", "C", "F", "P", "N", "C", "C", "C", "F", "H", "H", "H", "H", "H", "H", "H", "H", "H", "H", "H", "H", "H", "H", "Cl", "C", "C", "Cl", "H", "H", "H", "H", "Cl", "C", "C", "Cl", "H", "H", "H", "H"],
  "positions_angstrom": [[0.76226, 0.11081, 3.48904], [0.69625, 1.01532, 2.19361], [0.63704, 0.20102, 0.85921], [0.67090, 1.07112, -0.26838], [1.88130, -1.21143, 0.76485], [3.52855, -0.56476, 0.63041], [1.49661, -2.05830, -0.89372], [0.33771, -3.11389, -0.68737], [0.91891, -4.55120, -0.93856], [-0.10415, -3.07198, 0.64177], [1.69575, 0.29863, 4.06148], [-0.13215, 0.33509, 4.12016], [0.71474, -0.97464, 3.26344], [1.46792, 1.82077, 2.18512], [-0.28197, 1.56050, 2.26029], [-0.37026, -0.28905, 0.83272], [3.90649, -0.58706, 1.57504], [4.06394, -1.25313, 0.10069], [2.37925, -2.62372, -1.27431], [1.22451, -1.23946, -1.59523], [-0.52013, -2.87979, -1.36556], [1.65043, -4.72242, -0.11381], [1.37251, -4.65059, -1.94464], [0.12211, -5.32061, -0.79704], [-2.72471, 6.13703, 1.28174], [-1.02420, 5.77709, 0.89050], [-0.69721, 4.31112, 1.06003], [-0.72418, 3.80953, 2.76936], [-0.39336, 6.40244, 1.52013], [-0.86950, 6.07056, -0.14776], [0.30761, 4.11050, 0.68732], [-1.39484, 3.67946, 0.51238], [-2.38287, -1.23518, -1.13352], [-2.56292, -0.38747, -2.68947], [-2.74010, -1.34844, -3.84218], [-1.25655, -2.27947, -4.17168], [-1.69080, 0.24982, -2.82917], [-3.44168, 0.25159, -2.60256], [-2.97617, -0.79511, -4.75096], [-3.54700, -2.05473, -3.65335]],
  "forces_ev_per_angstrom": [[-0.264, 0.206, -0.181], [-0.860, -0.113, -0.069], [0.274, -0.072, -0.025], [-0.104, -0.048, 0.551], [0.024, -0.974, 0.846], [-0.787, -0.066, -0.501], [-0.236, 0.653, 0.290], [1.096, -0.407, -1.107], [-0.808, 0.385, 0.937], [-0.425, -0.076, -0.465], [-0.668, -0.139, -0.285], [0.877, -0.078, -0.272], [0.105, 0.703, -0.003], [-0.301, -0.850, -0.133], [1.095, -0.631, -0.327], [0.850, 0.090, -0.059], [-0.045, -0.019, -0.185], [-0.009, 0.315, -0.010], [-0.422, 0.745, 0.348], [0.099, -0.785, 0.088], [0.762, -0.317, 0.792], [-0.200, 0.057, -0.810], [-0.224, 0.110, 0.650], [0.516, 0.598, -0.287], [-0.015, 0.013, 0.030], [0.135, -0.016, -0.071], [0.098, -0.010, -0.173], [-0.263, 0.619, 0.206], [-0.083, -0.072, 0.043], [-0.023, -0.084, 0.018], [-0.024, 0.034, 0.025], [-0.015, 0.047, 0.087], [-0.150, 0.129, 0.038], [-0.053, 0.162, -0.116], [-0.156, 0.107, -0.015], [0.025, -0.041, 0.029], [0.019, -0.116, 0.035], [-0.013, -0.086, -0.030], [0.065, 0.031, 0.052], [0.107, -0.006, 0.059]],
  "smiles": "CC[C@@H](F)P(N)C[C@@H](C)F.ClCCCl.ClCCCl",
  "gap_ha": 0.298,
  "e_lumo_ha": 0.0204,
  "e_tot_ev": -77030.05101,
  "homo_ev": -7.568
}

***

3.
{
  "formula": "C10H22ClINO2",
  "method": "wB97M-V/def2-TZVPD",
  "symbols": ["Cl", "C", "I", "C", "C", "C", "N", "H", "H", "H", "H", "H", "H", "C", "C", "C", "O", "H", "H", "H", "H", "H", "H", "H", "H", "C", "C", "C", "O", "H", "H", "H", "H", "H", "H", "H", "H"],
  "positions_angstrom": [[3.95913, 2.08851, 0.48100], [2.93335, 0.71578, -0.09220], [3.37094, 0.59956, -2.22016], [3.36012, -0.67607, 0.50011], [2.03509, -1.03259, 1.29689], [0.90914, -0.08241, 0.80433], [1.48442, 0.82290, 0.07100], [3.37802, -1.38990, -0.34930], [4.24535, -0.72874, 1.15678], [1.77911, -2.10592, 1.43478], [2.27140, -0.65305, 2.33157], [-0.17516, -0.17178, 1.04586], [1.00753, 1.61771, -0.37466], [-0.63374, -4.23781, 0.12281], [-1.22038, -3.71505, 1.42556], [-2.34118, -4.61073, 1.92617], [-1.71994, -2.38742, 1.22822], [-1.39433, -4.26535, -0.66218], [0.16478, -3.58003, -0.23178], [-0.22712, -5.24264, 0.24776], [-0.43517, -3.65241, 2.18319], [-3.15901, -4.65059, 1.20112], [-2.75866, -4.21922, 2.85533], [-1.98497, -5.62651, 2.10461], [-2.41511, -2.42867, 0.56251], [-2.34607, 4.19106, -1.59915], [-0.95060, 3.78511, -1.15534], [0.08776, 4.81034, -1.58431], [-0.62231, 2.50594, -1.71557], [-2.40065, 4.26347, -2.68902], [-3.07916, 3.44240, -1.29308], [-2.63160, 5.15352, -1.17208], [-0.92936, 3.67413, -0.06790], [0.11405, 4.90344, -2.67351], [1.08757, 4.50232, -1.26755], [-0.12571, 5.79108, -1.15681], [-0.63753, 2.58963, -2.67499]],
  "forces_ev_per_angstrom": [[-1.273, -0.528, 0.384], [2.189, -0.754, -1.146], [-0.359, 0.227, -0.104], [-2.795, -0.463, -0.224], [0.110, 0.764, 1.566], [2.303, -1.005, -0.175], [-0.655, 0.423, 0.863], [0.600, 0.445, 0.714], [-0.440, 0.370, -0.647], [-0.011, 0.843, -0.465], [-0.688, -0.404, -0.507], [0.864, 0.239, -0.423], [-0.295, -0.200, -0.110], [0.211, 0.088, 0.004], [-0.436, -0.396, -0.460], [-0.036, 0.040, 0.261], [0.447, 0.442, 0.156], [-0.041, -0.080, 0.083], [0.024, -0.052, 0.025], [-0.024, 0.031, -0.040], [-0.078, 0.198, 0.017], [0.107, -0.050, -0.080], [0.080, -0.033, -0.008], [-0.037, 0.026, -0.026], [-0.053, -0.050, 0.037], [-0.178, -0.179, 0.143], [-0.174, 0.594, -0.575], [0.197, -0.076, 0.140], [0.377, -0.430, 0.617], [0.102, 0.099, 0.026], [0.033, 0.058, 0.053], [0.016, -0.032, -0.046], [0.026, -0.198, -0.056], [-0.123, 0.037, 0.028], [-0.025, 0.059, 0.049], [0.019, -0.035, -0.039], [0.012, -0.021, -0.031]],
  "total_charge": 1,
  "gap_ha": 0.314,
  "e_lumo_ha": -0.1695,
  "e_tot_ev": -36927.75038,
  "homo_ev": -13.162
}

***

4.
{
  "formula": "C10H22F12NO15P2S3",
  "method": "wB97M-V/def2-TZVPD",
  "symbols": ["N", "H", "H", "H", "H", "P", "F", "F", "F", "F", "F", "F", "P", "F", "F", "F", "F", "F", "F", "C", "C", "C", "O", "C", "O", "O", "H", "H", "H", "H", "H", "H", "C", "C", "O", "S", "O", "O", "O", "H", "H", "H", "H", "C", "C", "O", "S", "O", "O", "O", "H", "H", "H", "H", "C", "C", "O", "S", "O", "O", "O", "H", "H", "H", "H"],
  "positions_angstrom": [[-0.99099, -0.42613, 1.14707], [-0.32921, 0.21199, 1.56533], [-1.71845, 0.11785, 0.70550], [-1.41992, -0.82259, 1.97105], [-0.72981, -1.17174, 0.51781], [1.92452, -0.58848, 6.76204], [2.99011, 0.19401, 7.74062], [1.98765, 0.41110, 5.47305], [2.93064, -1.70542, 6.05999], [0.68712, -1.46649, 6.16664], [1.66062, -1.51359, 8.02698], [0.93634, 0.51981, 7.32008], [-2.35008, 5.21189, 0.88576], [-2.04277, 6.16886, -0.36776], [-2.07477, 6.53052, 1.85755], [-3.95117, 5.73059, 0.77104], [-2.54144, 4.37180, 2.17223], [-2.62706, 4.01155, -0.15885], [-0.73168, 4.87080, 0.87926], [6.36777, 3.43502, -4.15378], [6.63187, 2.07823, -3.50816], [6.37174, 1.86538, -2.03944], [5.43805, 0.78541, -2.06127], [4.93368, 0.57190, -3.19783], [4.02545, -0.24586, -3.47886], [5.60890, 1.29993, -4.12586], [5.58186, 4.02906, -3.68736], [6.26813, 3.40975, -5.23893], [7.27557, 4.01877, -4.00137], [7.55955, 1.60292, -3.82694], [5.98238, 2.76566, -1.56405], [7.26574, 1.57077, -1.48983], [1.21221, -8.33504, 3.72640], [2.41742, -7.65514, 3.05307], [1.91676, -7.08412, 1.82802], [0.35678, -7.46187, 1.48967], [0.11685, -8.33691, 0.31528], [-0.52579, -6.26847, 1.68996], [0.16939, -8.44867, 2.78331], [0.60272, -7.68084, 4.34980], [1.35312, -9.16232, 4.42200], [3.17736, -8.39975, 2.81613], [2.81818, -6.86781, 3.69150], [-8.41375, -1.50928, 2.61829], [-7.22098, -1.04184, 1.79125], [-6.21831, -0.51575, 2.61877], [-6.46484, -0.68194, 4.26195], [-6.32664, 0.59818, 4.94631], [-5.74904, -1.91009, 4.73764], [-8.07158, -1.08005, 3.97720], [-8.61588, -2.57826, 2.55100], [-9.36392, -1.04104, 2.36134], [-7.35714, -0.33694, 0.97108], [-6.73970, -1.91469, 1.35010], [-1.23082, 4.29268, -6.74947], [-0.04791, 3.44036, -6.11464], [0.54737, 2.83335, -7.16053], [0.08979, 3.14784, -8.68132], [-0.10929, 1.97067, -9.53684], [1.03752, 4.24010, -9.13233], [-1.31358, 3.81700, -8.08675], [-1.07721, 5.37172, -6.73667], [-2.20550, 4.02290, -6.34284], [-0.37924, 2.71795, -5.36871], [0.69533, 4.01478, -5.56171]],
  "forces_ev_per_angstrom": [[-1.352, 0.198, 0.798], [1.225, 0.237, -0.532], [-0.333, 0.568, -0.357], [-0.428, -0.665, 0.490], [0.973, -0.055, -0.096], [-1.169, -0.087, 1.089], [1.751, -0.576, -1.953], [1.365, -1.101, -0.403], [0.116, 1.667, 0.730], [-0.568, 0.601, -1.845], [0.673, -1.124, 1.504], [-2.218, 0.524, 0.663], [0.683, 4.258, -1.165], [-0.026, 0.343, -0.836], [0.008, -0.666, -0.247], [1.085, -1.385, 0.490], [-0.893, -1.595, 0.701], [-0.308, -0.722, 0.623], [-0.518, -0.516, 0.313], [1.965, 0.982, 0.832], [-0.941, 0.247, -1.987], [0.518, 0.420, 0.130], [0.711, 0.412, 4.488], [-3.016, -2.985, -4.652], [2.860, 2.865, 1.093], [-1.314, -1.377, -0.184], [-0.289, -0.452, -0.046], [-0.310, -0.483, 0.200], [0.150, 0.386, 0.061], [0.281, 0.425, 0.024], [-0.479, -0.230, 0.102], [-0.187, -0.210, -0.029], [-1.495, 2.333, 1.668], [-0.580, -0.824, 0.339], [-1.180, -0.130, -0.740], [-2.781, -0.343, 0.216], [1.335, 2.693, 2.631], [2.916, -3.073, -0.797], [-0.051, -1.001, -2.846], [1.433, 0.945, 1.103], [0.331, -0.746, -1.115], [0.066, 0.214, -0.211], [-0.009, 0.010, -0.251], [0.181, 0.999, 1.020], [0.877, -1.273, -1.090], [0.923, 1.022, 2.477], [-0.077, -2.151, -0.735], [-0.490, -2.797, -1.551], [-2.002, 3.743, -1.332], [0.664, 0.145, 0.642], [0.568, -0.076, 0.366], [0.222, 0.414, 0.120], [-0.597, 0.187, 0.352], [-0.270, -0.217, -0.293], [0.525, -0.850, 0.414], [-1.623, 1.828, 1.641], [2.011, -2.826, -2.909], [1.789, 3.048, 0.206], [0.004, 2.725, 2.503], [-3.201, -3.439, 0.897], [0.640, -0.826, -2.356], [0.155, -0.138, 0.021], [0.213, 0.231, 0.308], [-0.431, -0.295, -0.366], [-0.082, 0.562, -0.327]],
  "total_charge": -1,
  "gap_ha": 0.307,
  "e_lumo_ha": -0.0028,
  "e_above_lowest_kj_mol": 694.36,
  "e_tot_ev": -126628.56183,
  "homo_ev": -8.429
}